{"formula": "C23H27Cl3CrF7N2O25", "method": "the ωB97M-V functional and the def2-TZVPD basis", "symbols": ["Cr", "Cl", "Cl", "Cl", "C", "N", "O", "O", "H", "H", "H", "C", "N", "O", "O", "H", "H", "H", "C", "C", "O", "C", "O", "O", "F", "H", "H", "H", "C", "C", "O", "C", "O", "O", "F", "H", "H", "H", "C", "C", "O", "C", "O", "O", "F", "H", "H", "H", "C", "C", "O", "C", "O", "O", "F", "H", "H", "H", "C", "C", "O", "C", "O", "O", "F", "H", "H", "H", "C", "C", "O", "C", "O", "O", "F", "H", "H", "H", "C", "C", "O", "C", "O", "O", "F", "H", "H", "H"], "coordinates": [[9.17, -16.21, -14.95], [10.62, -14.38, -14.47], [8.38, -15.99, -17.22], [10.55, -18.12, -14.82], [10.23, -20.89, -12.33], [9.57, -21.87, -11.41], [9.62, -23.05, -11.74], [9.13, -21.50, -10.34], [9.69, -20.74, -13.27], [11.22, -21.28, -12.59], [10.24, -19.97, -11.74], [13.33, -14.05, -11.90], [13.71, -15.12, -12.90], [14.49, -14.78, -13.76], [13.18, -16.22, -12.76], [13.50, -14.56, -10.95], [12.26, -13.87, -11.93], [13.89, -13.11, -11.91], [14.12, -19.33, -13.18], [14.45, -18.86, -14.59], [14.78, -20.06, -15.18], [15.17, -20.99, -14.30], [15.84, -21.97, -14.58], [14.84, -20.59, -13.04], [15.27, -17.81, -14.56], [13.06, -19.51, -13.04], [14.37, -18.64, -12.38], [13.50, -18.53, -15.01], [11.29, -20.05, -17.69], [10.96, -20.99, -18.78], [12.14, -21.71, -19.02], [13.17, -20.99, -18.61], [14.33, -21.21, -18.94], [12.74, -20.01, -17.81], [10.59, -20.29, -19.78], [11.07, -20.53, -16.74], [10.85, -19.05, -17.68], [10.17, -21.70, -18.51], [4.50, -13.36, -13.50], [5.11, -12.17, -14.10], [6.24, -12.74, -14.80], [6.54, -13.92, -14.18], [7.51, -14.60, -14.41], [5.62, -14.19, -13.30], [5.37, -11.31, -13.10], [3.70, -13.82, -14.08], [4.16, -13.12, -12.49], [4.43, -11.75, -14.83], [4.61, -19.52, -14.40], [4.00, -18.49, -15.31], [5.07, -17.49, -15.42], [6.15, -17.79, -14.59], [7.24, -17.22, -14.53], [5.82, -18.93, -13.95], [2.98, -17.94, -14.68], [4.72, -20.50, -14.88], [3.87, -19.72, -13.62], [3.59, -18.89, -16.24], [14.56, -16.22, -17.22], [13.61, -15.08, -17.18], [12.62, -15.34, -18.16], [12.77, -16.68, -18.50], [11.93, -17.34, -19.10], [13.84, -17.25, -17.91], [14.25, -13.98, -17.54], [15.02, -16.42, -16.25], [15.39, -16.06, -17.91], [13.36, -14.98, -16.12], [8.16, -24.91, -16.14], [8.87, -24.76, -17.42], [9.99, -23.90, -17.07], [9.77, -23.46, -15.81], [10.47, -22.57, -15.37], [8.68, -23.94, -15.29], [8.09, -24.14, -18.31], [8.42, -25.90, -15.76], [7.08, -24.78, -16.19], [9.22, -25.69, -17.87], [10.40, -15.71, -9.73], [9.31, -16.57, -9.24], [8.93, -17.11, -10.49], [9.26, -16.24, -11.48], [8.85, -16.36, -12.63], [9.93, -15.27, -10.94], [8.25, -16.02, -8.68], [11.35, -16.23, -9.87], [10.55, -14.83, -9.10], [9.67, -17.39, -8.62]], "lowdin_spin": [3.090, -0.036, -0.059, -0.023, 0.000, 0.000, 0.000, 0.000, 0.000, 0.000, 0.000, 0.000, 0.000, 0.000, 0.000, 0.000, -0.001, 0.000, 0.000, 0.000, 0.000, 0.000, 0.000, 0.000, 0.000, 0.000, 0.000, 0.000, 0.000, 0.000, 0.000, 0.000, 0.000, 0.000, 0.000, 0.000, 0.000, 0.000, 0.000, 0.000, 0.000, 0.001, 0.004, 0.000, 0.000, 0.000, 0.000, 0.000, 0.000, 0.000, 0.001, 0.002, 0.012, 0.000, 0.000, 0.000, 0.000, 0.000, 0.000, 0.000, 0.000, 0.000, 0.000, 0.000, 0.000, 0.000, 0.000, 0.000, 0.000, 0.000, 0.000, 0.000, 0.000, 0.000, 0.000, 0.000, 0.000, 0.000, 0.000, 0.000, 0.000, 0.001, 0.006, 0.000, 0.000, 0.000, 0.000, 0.000], "gap_ha": [0.2927, 0.3544], "s2": 3.840, "lumo_energy_ha": [-0.0690, -0.0073], "multiplicity": 4, "e_homo_ev": [-9.8, -9.8]}



{"formula": "C23H27ClMnN9OSbSe4", "method": "the ωB97M-V functional and the def2-TZVPD basis", "symbols": ["Mn", "Cl", "C", "C", "C", "C", "O", "C", "C", "N", "C", "C", "C", "C", "C", "C", "C", "C", "N", "C", "C", "H", "H", "H", "H", "H", "H", "H", "H", "H", "H", "Se", "Sb", "Se", "Se", "Se", "C", "C", "N", "C", "C", "C", "C", "N", "H", "H", "H", "H", "H", "H", "H", "H", "H", "H", "H", "H", "H", "H", "N", "N", "N", "C", "N", "N", "H", "H", "H"], "coordinates": [[0.39, -0.29, 0.67], [6.68, 1.51, 3.61], [5.13, 1.43, 2.84], [4.09, 2.20, 3.33], [2.75, 2.11, 2.85], [2.47, 1.31, 1.79], [1.26, 1.19, 1.26], [3.53, 0.46, 1.30], [3.35, -0.61, 0.37], [2.19, -1.13, 0.00], [2.13, -2.06, -1.11], [3.12, -2.80, -1.66], [2.94, -3.50, -2.88], [1.69, -3.56, -3.41], [0.60, -2.96, -2.81], [-0.73, -3.12, -3.25], [-1.72, -2.52, -2.58], [-1.45, -1.76, -1.41], [-0.20, -1.54, -0.99], [0.81, -2.16, -1.63], [4.86, 0.52, 1.82], [4.35, 2.90, 4.11], [1.95, 2.75, 3.30], [4.20, -1.02, -0.14], [4.09, -2.84, -1.20], [3.80, -3.99, -3.37], [1.47, -4.12, -4.30], [-0.90, -3.76, -4.09], [-2.75, -2.73, -2.81], [-2.24, -1.38, -0.80], [5.59, -0.14, 1.32], [1.57, 3.14, -8.43], [2.30, 3.84, -6.38], [1.25, 1.44, -4.17], [2.66, 1.79, -2.63], [2.62, 4.82, -4.50], [-4.25, 3.52, -0.78], [-4.15, 2.90, 0.59], [-3.41, 1.61, 0.70], [-4.22, 0.38, 0.68], [-4.44, -0.12, -0.69], [-2.09, 1.48, 0.65], [-1.25, 2.68, 0.33], [-1.47, 0.30, 0.80], [-5.03, 4.26, -0.80], [-4.46, 2.82, -1.57], [-3.43, 4.16, -1.17], [-5.11, 2.70, 0.96], [-3.67, 3.58, 1.34], [-5.11, 0.58, 1.20], [-3.75, -0.41, 1.30], [-5.17, 0.50, -1.19], [-4.86, -1.14, -0.65], [-3.53, -0.15, -1.31], [-0.38, 2.34, -0.20], [-0.95, 3.27, 1.19], [-1.85, 3.35, -0.29], [-2.08, -0.38, 1.28], [-1.22, -3.17, 4.65], [-0.32, -2.55, 3.80], [1.00, -2.70, 3.91], [1.42, -1.95, 2.93], [0.43, -1.36, 2.32], [-0.69, -1.69, 2.89], [-1.50, -2.49, 5.34], [-0.74, -3.95, 5.10], [2.43, -1.80, 2.66]], "nbo_charge": [1.325, 0.082, -0.077, -0.126, -0.270, 0.391, -0.647, -0.246, 0.217, -0.542, 0.079, -0.184, -0.171, -0.161, -0.087, -0.083, -0.249, 0.115, -0.529, 0.232, -0.121, 0.258, 0.252, 0.204, 0.232, 0.258, 0.239, 0.247, 0.252, 0.219, 0.244, -0.091, 1.095, 0.060, 0.108, -0.161, -0.648, -0.219, -0.356, -0.212, -0.630, 0.573, -0.675, -0.861, 0.257, 0.222, 0.215, 0.231, 0.227, 0.235, 0.190, 0.235, 0.241, 0.198, 0.224, 0.266, 0.243, 0.392, -0.586, 0.194, -0.195, 0.167, -0.322, -0.016, 0.396, 0.413, 0.237], "gap_ha": 0.1785, "total_charge": 3, "de_lowest_ev": 3.179, "lumo_energy_ha": -0.3872, "e_homo_ev": -15.4}



{"formula": "C23H27ClN4O", "method": "the ωB97M-V functional and the def2-TZVPD basis", "symbols": ["C", "C", "C", "C", "N", "C", "O", "C", "C", "C", "C", "C", "N", "C", "C", "N", "C", "N", "C", "C", "C", "C", "C", "C", "C", "C", "Cl", "C", "C", "H", "H", "H", "H", "H", "H", "H", "H", "H", "H", "H", "H", "H", "H", "H", "H", "H", "H", "H", "H", "H", "H", "H", "H", "H", "H", "H"], "coordinates": [[-4.64, 0.08, -3.65], [-3.75, -0.67, -3.00], [-4.12, -1.93, -2.28], [-2.29, -0.29, -2.99], [-1.82, -0.13, -1.62], [-0.54, -0.38, -1.31], [0.30, -0.72, -2.13], [-0.07, -0.19, 0.15], [-0.83, 0.70, 1.12], [-0.11, 1.62, 1.84], [-0.68, 2.37, 2.91], [-1.97, 2.18, 3.25], [-2.72, 1.29, 2.53], [-4.05, 0.95, 2.65], [-4.29, 0.07, 1.64], [-3.17, -0.17, 0.91], [-2.21, 0.56, 1.46], [0.28, -1.49, 0.75], [1.39, -1.44, 1.70], [2.74, -1.17, 1.04], [3.01, -2.18, -0.08], [3.83, -1.21, 2.11], [-0.83, -2.29, 1.13], [-1.28, -2.37, 2.45], [-2.40, -3.12, 2.77], [-3.07, -3.79, 1.77], [-4.50, -4.71, 2.16], [-2.62, -3.76, 0.46], [-1.50, -3.01, 0.15], [-4.35, 0.99, -4.15], [-5.69, -0.21, -3.69], [-3.95, -1.82, -1.20], [-5.16, -2.19, -2.44], [-3.49, -2.76, -2.61], [-1.70, -1.07, -3.46], [-2.13, 0.63, -3.56], [-2.49, -0.05, -0.87], [0.88, 0.31, -0.01], [0.93, 1.76, 1.61], [-0.08, 3.07, 3.46], [-2.48, 2.69, 4.06], [-4.68, 1.38, 3.41], [-5.22, -0.42, 1.40], [1.22, -0.71, 2.51], [1.43, -2.42, 2.18], [2.74, -0.17, 0.60], [3.00, -3.20, 0.32], [2.26, -2.10, -0.86], [3.99, -2.00, -0.52], [3.88, -2.19, 2.57], [4.80, -0.98, 1.67], [3.64, -0.48, 2.90], [-0.76, -1.82, 3.23], [-2.76, -3.17, 3.79], [-3.15, -4.31, -0.31], [-1.11, -2.99, -0.87]], "nbo_charge": [-0.398, 0.018, -0.655, -0.255, -0.634, 0.686, -0.642, -0.159, 0.027, -0.215, -0.259, 0.022, -0.311, -0.124, -0.032, -0.521, 0.305, -0.449, -0.201, -0.226, -0.615, -0.601, 0.144, -0.190, -0.241, -0.045, -0.011, -0.216, -0.206, 0.196, 0.195, 0.236, 0.217, 0.213, 0.225, 0.200, 0.441, 0.238, 0.220, 0.231, 0.218, 0.223, 0.218, 0.170, 0.209, 0.187, 0.196, 0.246, 0.205, 0.202, 0.213, 0.202, 0.212, 0.226, 0.228, 0.234], "gap_ha": 0.3133, "de_lowest_ev": 0.559, "lumo_energy_ha": 0.0137, "e_homo_ev": -8.2}



{"formula": "C23H27ClN4O2", "method": "the ωB97M-V functional and the def2-TZVPD basis", "symbols": ["C", "C", "C", "C", "C", "C", "C", "H", "H", "N", "C", "O", "C", "C", "H", "C", "N", "C", "O", "N", "C", "C", "C", "C", "C", "C", "H", "Cl", "H", "H", "H", "H", "C", "H", "H", "C", "C", "N", "C", "H", "H", "H", "C", "H", "H", "H", "H", "H", "H", "H", "H", "H", "H", "H", "H", "H", "H"], "coordinates": [[4.34, 0.35, -4.42], [3.20, -0.50, -3.95], [2.08, 0.04, -3.37], [1.02, -0.76, -2.93], [1.11, -2.16, -3.10], [2.24, -2.71, -3.70], [3.27, -1.89, -4.11], [4.14, -2.33, -4.57], [2.31, -3.78, -3.82], [0.07, -2.94, -2.67], [-1.08, -2.49, -2.06], [-1.92, -3.29, -1.69], [-1.16, -1.04, -1.90], [-0.16, -0.24, -2.32], [-0.24, 0.83, -2.17], [-2.37, -0.50, -1.19], [-2.11, -0.29, 0.23], [-1.73, 0.97, 0.61], [-1.68, 1.89, -0.18], [-1.44, 1.10, 1.95], [-1.07, 2.24, 2.65], [-0.89, 2.13, 4.03], [-0.51, 3.23, 4.78], [-0.31, 4.46, 4.17], [-0.49, 4.56, 2.80], [-0.87, 3.48, 2.03], [-1.01, 3.57, 0.97], [-0.24, 6.08, 2.03], [-0.01, 5.32, 4.75], [-0.38, 3.13, 5.84], [-1.05, 1.18, 4.51], [-1.57, 0.28, 2.53], [-1.93, -1.49, 1.02], [-2.45, -1.41, 1.98], [-2.40, -2.30, 0.46], [-0.45, -1.86, 1.23], [-0.30, -3.35, 1.54], [1.09, -3.72, 1.76], [1.19, -4.96, 2.50], [2.24, -5.17, 2.69], [0.75, -5.82, 1.97], [0.69, -4.85, 3.46], [1.83, -3.80, 0.52], [1.82, -2.84, 0.02], [1.43, -4.57, -0.16], [2.87, -4.05, 0.75], [-0.75, -3.93, 0.72], [-0.86, -3.57, 2.45], [0.10, -1.62, 0.32], [0.00, -1.29, 2.04], [-2.65, 0.47, -1.61], [-3.20, -1.21, -1.29], [0.14, -3.94, -2.80], [2.00, 1.11, -3.23], [4.49, 0.22, -5.49], [4.14, 1.40, -4.22], [5.26, 0.07, -3.92]], "nbo_charge": [-0.623, -0.040, -0.154, -0.147, 0.254, -0.250, -0.179, 0.214, 0.211, -0.581, 0.626, -0.646, -0.126, -0.107, 0.239, -0.247, -0.440, 0.799, -0.670, -0.637, 0.255, -0.273, -0.181, -0.271, 0.000, -0.309, 0.272, 0.004, 0.226, 0.217, 0.203, 0.397, -0.236, 0.188, 0.245, -0.423, -0.222, -0.435, -0.406, 0.199, 0.162, 0.198, -0.414, 0.200, 0.156, 0.203, 0.180, 0.192, 0.209, 0.208, 0.251, 0.227, 0.413, 0.214, 0.219, 0.217, 0.219], "gap_ha": 0.3094, "de_lowest_ev": 0.104, "lumo_energy_ha": 0.0030, "e_homo_ev": -8.3}



Number 1: molecular weight 1022.799 g mol⁻¹. Number 2: molecular weight 973.522 g mol⁻¹. Number 3: molecular weight 410.949 g mol⁻¹. Number 4: molecular weight 426.948 g mol⁻¹.